Density functional theory data (the ωB97M-V functional and the def2-TZVPD basis) for 3 unconnected molecules or ions with the total composition C15H34N6O10P.

CARTESIAN COORDINATES (ANGSTROEM)
C: 5.025 1.505 1.390
N: 4.233 2.022 2.506
C: 4.963 2.651 3.621
N: 4.831 4.091 3.567
C: 2.916 1.979 2.651
N: 2.354 2.400 3.809
C: 1.077 2.159 3.691
N: 0.718 1.625 2.540
C: -0.639 1.245 2.144
C: -1.375 2.346 1.381
O: -2.439 1.669 0.761
C: -1.830 3.475 2.318
N: -0.816 4.522 2.504
N: 1.907 1.530 1.784
P: 1.816 0.918 0.162
O: 0.432 0.780 -0.252
O: 2.758 1.893 -0.633
O: 2.678 -0.405 0.224
H: 4.695 0.519 1.097
H: 5.032 2.173 0.537
H: 6.044 1.412 1.755
H: 6.006 2.382 3.469
H: 4.631 2.194 4.558
H: 3.878 4.370 3.382
H: 5.120 4.519 4.437
H: 0.339 2.366 4.454
H: -1.130 1.054 3.099
H: -0.626 0.327 1.568
H: -0.680 2.781 0.646
H: -2.949 2.286 0.225
H: -2.080 3.045 3.293
H: -2.760 3.899 1.934
H: -1.149 5.420 2.178
H: 0.010 4.330 1.950
H: 2.482 2.820 -0.611
H: 2.172 -1.157 -0.131
C: -0.385 -2.523 -0.992
C: -1.571 -3.358 -0.560
O: -1.387 -4.745 -0.874
C: -0.569 -5.405 -0.051
O: 0.005 -4.931 0.898
O: -0.492 -6.663 -0.460
C: 0.374 -7.501 0.317
H: -0.185 -2.660 -2.055
H: -0.588 -1.466 -0.814
H: 0.509 -2.814 -0.436
H: -2.470 -3.068 -1.102
H: -1.759 -3.257 0.508
H: 0.109 -7.452 1.370
H: 1.411 -7.197 0.185
H: 0.224 -8.504 -0.068
C: -4.714 -1.011 -6.454
C: -3.400 -1.640 -6.052
O: -2.588 -0.737 -5.271
C: -2.930 -0.621 -3.996
O: -3.813 -1.212 -3.429
O: -2.112 0.269 -3.420
C: -2.414 0.532 -2.051
H: -4.541 -0.073 -6.982
H: -5.255 -1.686 -7.117
H: -5.335 -0.814 -5.582
H: -2.785 -1.860 -6.921
H: -3.549 -2.559 -5.487
H: -2.488 -0.393 -1.484
H: -3.354 1.077 -1.961
H: -1.591 1.125 -1.665

As for the highest occupied orbital energy: -12.56 eV. As for the spin multiplicity: 1. The frontier orbital gap comes out at 9.641 eV. As for the charge: +1.



Density functional theory data (the ωB97M-V functional and the def2-TZVPD basis) for 2 unconnected molecules or ions with the total composition C3H11N2O.

CARTESIAN COORDINATES (ANGSTROEM)
C: 1.214 -2.014 -1.106
C: 0.403 -0.858 -1.414
O: 0.383 0.017 -0.564
N: -0.486 -0.702 -2.462
H: 2.117 -2.202 -1.792
H: 0.619 -2.967 -1.068
H: -0.961 0.207 -2.635
H: -0.658 -1.363 -3.172
H: 1.708 -1.939 -0.071
C: -0.598 1.246 2.466
N: -0.466 1.660 1.049
H: 0.072 2.591 1.017
H: -1.483 1.887 0.676
H: -0.068 0.941 0.309
H: -0.923 2.078 3.202
H: 0.452 0.925 2.745
H: -1.326 0.490 2.819

As for the highest occupied orbital energy (alpha / beta): -2.81 / -11.00 eV. As for the expectation value of S²: 0.75. As for the spin multiplicity: 2. The frontier orbital gap (alpha / beta) comes out at 3.516 / 11.518 eV.



Density functional theory data (the ωB97M-V functional and the def2-TZVPD basis) for a molecular structure, C30H32LuN2O6.

CARTESIAN COORDINATES (ANGSTROEM)
Lu: -0.421 0.055 -0.216
C: -0.135 1.289 1.973
C: -0.787 0.065 2.267
C: -2.068 0.089 1.647
C: -2.215 1.335 0.986
C: -1.018 2.072 1.178
C: -0.745 3.482 0.740
C: -3.446 1.785 0.255
C: -3.103 -0.998 1.719
C: -0.262 -1.074 3.095
C: 1.223 1.738 2.427
H: 0.277 3.611 0.377
H: -0.876 4.180 1.570
H: -1.427 3.804 -0.048
H: -3.936 0.955 -0.254
H: -3.223 2.538 -0.502
H: -4.171 2.222 0.945
H: -3.630 -1.126 0.771
H: -3.856 -0.775 2.478
H: -2.656 -1.959 1.974
H: -0.296 -2.030 2.563
H: -0.861 -1.208 3.998
H: 0.766 -0.903 3.414
H: 1.832 2.112 1.599
H: 1.780 0.931 2.901
H: 1.147 2.549 3.155
O: 5.821 -2.342 -2.739
C: 5.368 -2.823 -1.496
C: 4.132 -2.071 -1.096
C: 3.396 -2.472 0.014
C: 2.270 -1.755 0.357
N: 1.852 -0.688 -0.330
C: 2.563 -0.289 -1.395
C: 3.702 -0.962 -1.810
C: 2.041 0.904 -2.127
C: 2.710 1.465 -3.204
C: 2.157 2.556 -3.858
C: 2.871 3.206 -5.020
O: 4.001 2.481 -5.447
C: 0.940 3.052 -3.406
C: 0.339 2.448 -2.323
N: 0.873 1.399 -1.690
H: 6.639 -2.787 -2.976
H: 6.118 -2.675 -0.709
H: 5.135 -3.893 -1.535
H: 3.685 -3.333 0.601
H: 1.668 -2.043 1.211
H: 4.261 -0.653 -2.678
H: 3.655 1.080 -3.554
H: 3.220 4.189 -4.692
H: 2.160 3.379 -5.832
H: 3.760 1.906 -6.178
H: 0.461 3.897 -3.884
H: -0.615 2.796 -1.948
O: -1.787 -0.078 -1.884
C: -1.900 -1.334 -1.700
O: -1.097 -1.912 -0.882
C: -2.939 -2.126 -2.371
C: -3.814 -1.487 -3.241
C: -4.827 -2.187 -3.893
C: -4.906 -3.534 -3.629
O: -5.795 -4.425 -4.125
C: -5.443 -5.702 -3.578
O: -4.350 -5.500 -2.684
C: -4.029 -4.176 -2.758
C: -3.033 -3.506 -2.109
H: -3.699 -0.424 -3.403
H: -5.517 -1.706 -4.569
H: -5.135 -6.364 -4.389
H: -6.295 -6.102 -3.029
H: -2.350 -3.990 -1.428

As for the highest occupied orbital energy: -10.40 eV. As for the spin multiplicity: 1. The frontier orbital gap comes out at 7.033 eV. As for the charge: +1.



The energy above the lowest of the compared OMol25 structures with the same formula, charge and spin results, record by record, are as follows: 0.0 38.7 0.0 kcal per mole.
The total energy results, record by record, are as follows: -2014.13276 -305.51007 -2958.86036 hartree.